Density functional theory data (wB97M-V/def2-TZVPD) for C41H65F3N11O9SV as an isolated structure in a non-equilibrium geometry.

```
! RIJCOSX wB97M-V def2-TZVPD def2/J DEFGRID3
* xyz 0 3
V -4.45 9.59 19.69
N -5.88 10.83 21.57
O -6.57 11.45 22.32
O -4.81 11.24 21.02
O -6.14 9.73 21.02
N -3.10 10.43 17.46
O -2.40 10.81 16.56
O -3.35 11.04 18.54
O -3.54 9.26 17.60
C -7.71 6.55 19.33
F -8.31 5.51 18.83
F -8.29 7.66 18.88
F -7.74 6.56 20.64
S -5.89 6.55 18.84
O -5.34 5.38 19.47
O -5.81 6.58 17.40
O -5.31 7.81 19.34
N -6.78 6.31 14.76
C -8.03 6.83 14.63
C -8.44 6.53 13.34
C -7.43 5.78 12.69
C -6.41 5.65 13.62
H -6.16 6.40 15.56
H -8.52 7.23 15.50
H -9.41 6.77 12.94
H -7.32 5.49 11.66
H -5.50 5.08 13.51
N -3.86 3.48 21.06
C -2.51 3.35 21.10
C -2.22 2.73 22.32
C -3.46 2.57 23.02
C -4.46 2.92 22.15
H -4.40 3.85 20.30
H -1.91 3.70 20.29
H -1.24 2.42 22.66
H -3.47 2.10 23.99
H -5.53 3.02 22.24
N -3.96 6.28 24.86
C -4.06 5.75 23.60
C -5.28 6.13 23.09
C -5.86 7.02 24.01
C -5.04 7.10 25.10
H -3.25 6.01 25.52
H -3.39 4.98 23.24
H -5.72 5.83 22.14
H -6.80 7.52 23.87
H -5.12 7.60 26.05
N -5.62 1.78 16.96
C -5.24 0.97 18.00
C -6.05 1.22 19.09
C -6.91 2.27 18.71
C -6.60 2.61 17.42
H -5.18 1.86 16.06
H -4.52 0.18 17.89
H -6.06 0.71 20.04
H -7.71 2.76 19.24
H -7.02 3.35 16.76
N -10.08 5.21 23.18
C -8.92 4.53 23.24
C -8.77 3.76 22.10
C -9.90 4.07 21.27
C -10.59 5.08 21.90
H -10.47 5.73 23.95
H -8.39 4.39 24.18
H -7.97 3.08 21.88
H -10.15 3.69 20.29
H -11.44 5.64 21.56
N -3.58 3.94 17.35
C -3.21 4.97 16.49
C -1.86 4.81 16.28
C -1.39 3.70 17.02
C -2.48 3.19 17.68
H -4.46 3.81 17.82
H -3.97 5.64 16.11
H -1.26 5.47 15.68
H -0.37 3.37 17.07
H -2.64 2.29 18.24
N -6.16 10.78 16.43
C -5.87 11.91 17.17
C -6.49 11.73 18.38
C -7.15 10.50 18.37
C -6.92 9.90 17.13
H -5.85 10.62 15.48
H -5.33 12.72 16.72
H -6.51 12.48 19.15
H -7.87 10.15 19.09
H -7.35 8.98 16.78
C -2.17 6.89 19.35
C -2.65 7.33 20.69
N -2.83 8.79 20.93
C -3.18 8.92 22.39
C -2.04 8.71 23.39
C -1.53 9.49 20.63
C -1.53 10.94 21.05
H -2.82 7.14 18.50
H -2.08 5.80 19.32
H -1.18 7.27 19.06
H -3.55 6.78 20.98
H -1.93 6.96 21.43
H -3.49 9.95 22.51
H -4.03 8.28 22.60
H -1.19 9.36 23.21
H -2.41 9.00 24.38
H -1.79 7.66 23.51
H -1.34 9.42 19.56
H -0.72 8.93 21.10
H -0.56 11.41 20.87
H -1.71 11.12 22.11
H -2.22 11.58 20.49
C -9.51 9.00 22.25
C -10.51 9.15 21.12
N -11.30 10.36 21.30
C -12.69 10.22 20.94
C -12.99 10.03 19.44
C -10.64 11.54 20.77
C -11.16 12.81 21.44
H -10.09 8.78 23.15
H -8.85 9.84 22.45
H -8.90 8.09 22.19
H -9.99 9.19 20.16
H -11.11 8.24 21.18
H -13.25 9.48 21.52
H -13.21 11.13 21.28
H -13.99 9.65 19.23
H -12.85 10.96 18.89
H -12.29 9.32 18.99
H -10.71 11.58 19.68
H -9.57 11.46 20.96
H -11.36 12.66 22.50
H -12.06 13.21 20.95
H -10.46 13.65 21.37
*
```

Computed properties:
Frontier orbital gap (spin up / spin down) = 0.2424 / 0.2671 Eh
Lowest unoccupied orbital energy (spin up / spin down) = -1.38 / -0.71 eV
HOMO level (spin up / spin down) = -7.98 / -7.98 eV
Relative energy (zero: lowest compared OMol25 entry of this formula, charge and spin) = 0.757 eV
Expectation value of S² = 2.02

---

Density functional theory data (wB97M-V/def2-TZVPD) for C38H57NP2S4Sn as an isolated structure.

```
! RIJCOSX wB97M-V def2-TZVPD def2/J DEFGRID3
* xyz 2 1
Sn 0.15 0.08 -0.24
C -1.70 0.86 3.45
C -1.20 -0.50 3.91
S -0.58 -1.59 2.59
C 0.98 -2.11 3.36
C 2.02 -1.03 3.65
S 2.37 0.04 2.24
C 2.20 1.70 2.96
C 0.84 2.06 3.55
S -0.58 1.86 2.43
H -2.59 0.75 2.83
H -1.99 1.46 4.32
H -0.41 -0.40 4.65
H -2.03 -1.02 4.41
H 0.73 -2.63 4.29
H 1.39 -2.86 2.69
H 1.72 -0.40 4.49
H 2.95 -1.51 3.94
H 2.97 1.82 3.72
H 2.45 2.37 2.14
H 0.64 1.48 4.45
H 0.87 3.11 3.85
C 0.22 -1.95 -4.26
C -1.08 -2.04 -3.45
C -1.96 -3.17 -3.96
P -0.72 -2.10 -1.63
C 0.42 -3.53 -1.36
C -0.14 -4.95 -1.35
C 1.25 -3.29 -0.09
C -2.36 -2.27 -0.86
C -3.04 -3.47 -0.76
C -4.39 -3.55 -0.43
C -5.11 -4.87 -0.33
C -5.09 -2.35 -0.28
C -4.45 -1.13 -0.35
C -3.05 -1.05 -0.53
N -2.33 0.11 -0.50
C -2.82 1.36 -0.09
C -3.82 1.58 0.89
C -4.16 2.86 1.28
C -3.53 3.98 0.74
C -3.90 5.37 1.18
C -2.52 3.76 -0.21
C -2.16 2.49 -0.62
P -0.86 2.11 -1.83
C 0.23 3.56 -2.09
C -0.34 4.78 -2.82
C 0.89 3.93 -0.75
C -1.78 1.70 -3.39
C -0.79 1.58 -4.56
C -2.95 2.64 -3.70
H -0.01 -1.67 -5.29
H 0.72 -2.93 -4.30
H 0.92 -1.22 -3.85
H -1.62 -1.10 -3.55
H -1.46 -4.14 -3.88
H -2.16 -3.00 -5.02
H -2.92 -3.23 -3.45
H 1.08 -3.43 -2.22
H -0.69 -5.15 -0.43
H 0.70 -5.65 -1.38
H -0.78 -5.18 -2.21
H 0.59 -3.25 0.79
H 1.84 -2.37 -0.13
H 1.95 -4.11 0.06
H -2.52 -4.40 -1.00
H -4.42 -5.71 -0.40
H -5.85 -4.96 -1.13
H -5.66 -4.95 0.61
H -6.17 -2.37 -0.12
H -5.05 -0.24 -0.30
H -4.28 0.75 1.40
H -4.92 3.00 2.04
H -4.78 5.38 1.82
H -4.10 6.01 0.32
H -3.07 5.83 1.73
H -2.02 4.63 -0.63
H 1.00 3.13 -2.73
H -1.18 5.25 -2.30
H -0.66 4.54 -3.83
H 0.45 5.53 -2.90
H 0.18 4.33 -0.03
H 1.66 4.69 -0.92
H 1.39 3.07 -0.30
H -2.19 0.72 -3.16
H -0.46 2.56 -4.91
H -1.28 1.08 -5.40
H 0.10 0.99 -4.30
H -2.63 3.66 -3.88
H -3.69 2.65 -2.89
H -3.45 2.28 -4.60
S 2.11 0.48 -2.09
C 3.61 0.07 -2.82
C 3.89 -1.25 -3.22
C 5.08 -1.54 -3.84
C 6.01 -0.52 -4.06
C 5.75 0.79 -3.66
C 4.56 1.09 -3.03
H 3.16 -2.04 -3.03
H 5.30 -2.55 -4.15
H 6.95 -0.75 -4.55
H 6.48 1.57 -3.83
H 4.34 2.10 -2.70
*
```

Computed properties:
Frontier orbital gap (spin up / spin down) = 0.1847 / 0.1889 Eh
Lowest unoccupied orbital energy (spin up / spin down) = -7.34 / -7.21 eV
HOMO level (spin up / spin down) = -12.37 / -12.35 eV

---

What are the energy values for these records? In order: -4522.3242, -4026.2145 Ha.